(1)
Molecular formula: C3H9NS
Method: DFT, wB97M-V/def2-TZVPD

Calculated values
- Multiplicity: 1
- LUMO: 0.029 hartree
- HOMO-LUMO gap: 9.59 eV
- SMILES: NCCCS
- HOMO energy: -8.81 eV

Geometry as XYZ:
```
14
Properties=species:S:1:pos:R:3:lowdin_charge:R:1
N 1.95 0.80 -0.47 -0.07
C 0.50 0.89 -0.36 -0.33
C 0.23 -0.50 0.40 -0.25
C -1.26 -0.93 0.08 -0.56
S -2.57 0.43 -0.13 0.62
H 2.06 -0.02 -1.09 0.07
H 2.24 0.45 0.43 0.04
H 0.18 1.85 0.23 0.13
H 0.21 0.90 -1.47 0.13
H 0.75 -1.29 -0.15 0.10
H 0.38 -0.31 1.46 0.11
H -1.54 -1.58 0.97 0.07
H -1.43 -1.56 -0.80 0.05
H -1.71 0.87 0.90 -0.11
```

=====

(2)
Molecular formula: C3H9NS
Method: DFT, wB97M-V/def2-TZVPD

Calculated values
- Multiplicity: 1
- LUMO: 0.034 hartree
- HOMO-LUMO gap: 9.81 eV
- SMILES: CNCCS
- HOMO energy: -8.88 eV

Geometry as XYZ:
```
14
Properties=species:S:1:pos:R:3:lowdin_charge:R:1
C 1.98 -0.39 0.05 -0.16
N 0.64 -0.60 -0.64 -0.14
C -0.12 0.39 0.00 -0.40
C -1.56 0.64 -0.38 -0.65
S -2.84 -0.52 -0.12 0.69
H 2.31 0.65 -0.04 0.05
H 2.84 -0.87 -0.70 0.13
H 2.08 -0.49 1.12 0.06
H 0.23 -1.62 -0.46 0.16
H -0.27 -0.04 1.05 0.11
H 0.49 1.34 0.02 0.13
H -1.87 1.38 0.30 0.04
H -1.56 0.86 -1.40 0.05
H -2.36 -0.75 1.20 -0.08
```

=====

(3)
Molecular formula: C3H9NS
Method: DFT, wB97M-V/def2-TZVPD

Calculated values
- Multiplicity: 1
- LUMO: 0.040 hartree
- HOMO-LUMO gap: 10.04 eV
- SMILES: NCCCS
- HOMO energy: -8.95 eV

Geometry as XYZ:
```
14
Properties=species:S:1:pos:R:3:lowdin_charge:R:1
N 1.90 -0.92 -0.04 -0.07
C 0.93 -0.24 -0.85 -0.29
C -0.32 -0.11 0.13 -0.23
C -1.17 1.25 0.18 -0.60
S -2.55 1.16 1.26 0.72
H 1.52 -1.84 0.19 0.08
H 2.85 -0.99 -0.45 0.08
H 0.68 -1.05 -1.54 0.09
H 1.28 0.70 -1.32 0.12
H 0.10 -0.27 1.17 0.11
H -0.89 -1.03 -0.08 0.09
H -0.48 2.02 0.48 0.07
H -1.42 1.43 -0.75 0.00
H -2.45 -0.12 1.62 -0.15
```

=====

(4)
Molecular formula: C3H9NS
Method: DFT, wB97M-V/def2-TZVPD

Calculated values
- Multiplicity: 1
- LUMO: 0.037 hartree
- HOMO-LUMO gap: 10.08 eV
- SMILES: NCCCS
- HOMO energy: -9.08 eV

Geometry as XYZ:
```
14
Properties=species:S:1:pos:R:3:lowdin_charge:R:1
N 1.66 0.78 -1.48 -0.02
C 1.22 0.25 -0.19 -0.31
C -0.17 -0.38 -0.29 -0.29
C -1.00 -0.20 0.99 -0.57
S -2.74 -0.66 0.68 0.68
H 2.35 1.51 -1.40 0.06
H 0.88 1.10 -2.03 0.05
H 1.92 -0.52 0.14 0.10
H 1.22 1.02 0.59 0.10
H -0.71 0.14 -1.09 0.09
H -0.12 -1.44 -0.57 0.11
H -1.01 0.85 1.27 0.06
H -0.60 -0.82 1.79 0.07
H -2.90 -1.62 1.59 -0.16
```

=====

(5)
Molecular formula: C3H9NS
Method: DFT, wB97M-V/def2-TZVPD

Calculated values
- Multiplicity: 1
- LUMO: 0.027 hartree
- HOMO-LUMO gap: 9.61 eV
- SMILES: CNCCS
- HOMO energy: -8.88 eV

Geometry as XYZ:
```
14
Properties=species:S:1:pos:R:3:lowdin_charge:R:1
C -0.30 2.21 0.00 -0.22
N -0.22 0.92 -0.46 -0.16
C -0.25 -0.40 0.38 -0.24
C -0.16 -1.70 -0.54 -0.46
S 1.67 -2.56 -0.54 0.46
H -1.28 2.82 -0.08 0.11
H 0.28 2.90 -0.53 0.05
H 0.19 2.12 0.99 0.09
H 0.73 1.07 -0.74 0.08
H 0.22 -0.21 1.24 0.03
H -1.43 -0.53 0.75 0.16
H -0.42 -2.74 0.09 0.07
H -0.66 -1.44 -1.55 0.09
H 1.61 -2.48 0.99 -0.06
```

=====

(6)
Molecular formula: C3H9NS
Method: DFT, wB97M-V/def2-TZVPD

Calculated values
- Multiplicity: 1
- LUMO: 0.014 hartree
- HOMO-LUMO gap: 8.87 eV
- SMILES: C=N.CSC
- HOMO energy: -8.50 eV

Geometry as XYZ:
```
14
Properties=species:S:1:pos:R:3:lowdin_charge:R:1
C -2.07 -0.12 2.05 -0.14
N -2.39 -1.17 1.33 -0.01
H -1.25 -0.15 2.88 0.08
H -2.87 0.61 2.17 0.05
H -2.66 -0.71 0.43 0.05
C 2.20 1.13 -1.18 -0.43
S 1.98 -0.66 -1.62 0.70
C 0.33 -0.80 -0.85 -0.49
H 2.17 1.70 -2.11 0.01
H 1.44 1.60 -0.39 0.08
H 3.19 1.18 -0.67 0.02
H -0.10 -1.71 -1.19 0.00
H -0.38 0.04 -1.11 0.05
H 0.42 -0.94 0.24 0.02
```

=====

(7)
Molecular formula: C3H9NS
Method: DFT, wB97M-V/def2-TZVPD

Calculated values
- Multiplicity: 1
- LUMO: 0.038 hartree
- HOMO-LUMO gap: 9.09 eV
- SMILES: CNCCS
- HOMO energy: -8.06 eV

Geometry as XYZ:
```
14
Properties=species:S:1:pos:R:3:lowdin_charge:R:1
C -1.77 1.26 0.08 -0.16
N -0.68 0.40 -0.34 -0.17
C 0.49 0.06 0.42 -0.32
C 1.00 -1.42 0.29 -0.56
S 1.64 -1.59 -1.36 0.69
H -1.83 1.41 1.21 0.10
H -2.69 0.98 -0.32 0.04
H -1.57 2.32 -0.31 0.08
H -0.81 0.23 -1.36 0.12
H 1.33 0.67 0.08 0.08
H 0.21 0.48 1.39 0.11
H 1.72 -1.80 1.07 0.09
H 0.16 -2.09 0.35 0.05
H 2.81 -0.92 -1.19 -0.13
```

=====

(8)
Molecular formula: C3H9NS
Method: DFT, wB97M-V/def2-TZVPD

Calculated values
- <S²>: 0.753
- Multiplicity: 2
- Net charge: +1
- LUMO (spin up / spin down): -0.155 / -0.341 hartree
- HOMO-LUMO gap (spin up / spin down): 8.03 / 2.99 eV
- HOMO energy (spin up / spin down): -12.26 / -12.26 eV

Geometry as XYZ:
```
14
Properties=species:S:1:pos:R:3:lowdin_spin:R:1
C 2.78 -3.74 2.82 0.00
N 2.12 -2.89 2.15 0.00
H 3.74 -4.07 2.41 0.00
H 2.36 -4.25 3.68 0.00
H -2.52 2.48 -1.95 0.03
H 2.63 -2.63 1.31 0.00
C -1.13 1.05 0.45 0.06
C -1.08 0.84 -1.08 0.11
S -1.20 2.26 -2.11 0.77
H -0.20 1.50 0.81 0.00
H -2.01 1.67 0.69 0.00
H -1.38 0.12 0.93 0.00
H -0.19 0.25 -1.25 0.00
H -1.99 0.24 -1.27 0.03
```

=====

Results for ΔE to the lowest compared entry with this formula, charge and spin: 195.1 218.5 128.3 32.5 415.4 270.1 119.4 165.9 (in kJ/mol, following the order of the records).
Results for total energy: -572.56577 -572.55688 -572.59121 -572.62771 -572.48188 -572.53723 -572.59461 -572.25667 (in a.u., following the order of the records).